54
Properties=species:S:1:pos:R:3 method="wB97M-V/def2-TZVPD" de_lowest_kj_mol=0.0 homo_lumo_gap_ha=0.2558
Rb -25.789 3.054 23.575
B -27.998 2.281 21.680
H -28.794 1.995 21.011
H -27.147 1.741 21.296
H -27.757 3.330 21.595
H -28.185 1.954 22.691
C -29.951 8.008 19.876
C -29.933 6.689 20.380
C -29.016 6.340 21.368
C -28.308 7.271 22.035
C -28.333 8.638 21.669
C -29.160 8.968 20.558
C -27.546 9.676 22.414
O -27.426 10.803 21.943
C -27.087 9.285 23.847
C -26.487 10.208 24.707
C -25.844 9.751 25.895
C -25.971 8.449 26.302
C -26.631 7.595 25.513
C -27.071 7.892 24.200
C -27.525 6.809 23.294
O -27.330 5.619 23.434
H -30.653 8.372 19.141
H -30.520 5.868 19.994
H -29.054 5.329 21.746
H -29.529 9.980 20.482
H -26.424 11.262 24.483
H -25.347 10.477 26.521
H -25.652 8.023 27.242
H -26.689 6.560 25.816
C -21.531 0.746 18.260
C -22.055 0.598 19.535
C -22.809 1.589 20.180
C -23.085 2.788 19.574
C -22.444 3.015 18.282
C -21.795 1.968 17.631
C -22.546 4.403 17.717
O -21.925 4.747 16.677
C -23.540 5.327 18.222
C -23.847 6.532 17.526
C -24.892 7.361 17.982
C -25.458 7.135 19.222
C -25.139 5.986 19.913
C -24.251 5.066 19.434
C -23.869 3.863 20.267
O -24.160 3.743 21.443
H -20.947 -0.022 17.776
H -21.911 -0.258 20.178
H -23.303 1.410 21.123
H -21.216 2.217 16.754
H -23.368 6.656 16.567
H -25.116 8.115 17.242
H -26.235 7.819 19.529
H -25.689 5.823 20.828

---

14
Properties=species:S:1:pos:R:3 method="wB97M-V/def2-TZVPD" homo_lumo_gap_ha=0.3462
C -0.330 -0.023 1.088
C -0.874 -0.063 -0.097
C -2.234 -0.497 -0.344
O 0.918 0.487 1.249
P 1.959 0.794 0.114
S 1.395 2.057 -1.186
S 2.625 -1.206 -0.367
Cl 3.434 1.624 1.100
H -0.947 -0.287 1.961
H 1.989 -1.237 -1.478
H -0.191 0.131 -0.956
H -2.622 -1.078 0.587
H -2.225 -1.102 -1.347
H -2.896 0.399 -0.325

---

22
Properties=species:S:1:pos:R:3 method="wB97M-V/def2-TZVPD" de_lowest_kj_mol=516.8 multiplicity=2 homo_lumo_gap_ha="0.2838 / 0.2866"
C -1.084 -1.060 -1.051
C 0.103 -0.905 -0.072
C 0.172 -2.155 0.841
C 1.420 -0.791 -0.872
C -0.095 0.331 0.825
C -0.190 1.709 0.097
O -0.354 2.519 1.161
O -0.458 4.178 0.132
O -0.613 5.005 1.034
H -1.125 -0.217 -1.750
H -0.963 -1.985 -1.624
H -2.026 -1.117 -0.494
H 1.014 -2.063 1.536
H -0.761 -2.254 1.408
H 0.312 -3.050 0.229
H 2.266 -0.656 -0.187
H 1.578 -1.711 -1.444
H 1.381 0.053 -1.571
H -1.031 0.185 1.410
H 0.759 0.377 1.539
H 0.757 1.903 -0.508
H -1.062 1.707 -0.639

---

200
Properties=species:S:1:pos:R:3 method="wB97M-V/def2-TZVPD" homo_lumo_gap_ha=0.3390
C 34.919 11.867 16.444
C 35.182 10.436 16.863
C 34.454 10.040 18.185
O 35.042 10.705 19.278
C 34.314 10.682 20.479
N 34.795 9.535 15.786
H 35.269 12.469 17.283
H 33.853 12.090 16.394
H 35.361 12.129 15.483
H 36.241 10.254 17.050
H 34.465 8.956 18.310
H 33.390 10.276 18.143
H 34.786 11.401 21.148
H 34.239 9.670 20.881
H 33.238 10.867 20.463
H 33.799 9.361 15.769
H 35.181 8.632 16.033
C 32.913 7.035 9.622
C 33.813 8.086 10.252
C 33.163 8.925 11.334
O 33.995 10.029 11.576
C 33.538 10.961 12.488
N 35.052 7.463 10.698
H 33.531 6.377 9.011
H 32.097 7.420 9.010
H 32.465 6.287 10.277
H 34.210 8.762 9.494
H 32.971 8.319 12.222
H 32.129 9.194 11.110
H 34.322 11.510 13.008
H 33.032 10.562 13.369
H 32.757 11.575 12.036
H 34.910 6.989 11.579
H 35.825 8.108 10.787
C 33.054 6.351 15.167
C 34.425 6.480 14.447
C 35.726 6.211 15.300
O 35.734 7.012 16.522
C 37.016 7.000 17.133
N 34.246 5.642 13.249
H 32.851 5.341 15.525
H 32.238 6.645 14.506
H 33.042 6.976 16.060
H 34.436 7.527 14.143
H 36.545 6.420 14.611
H 35.847 5.139 15.458
H 37.051 7.380 18.154
H 37.767 7.593 16.610
H 37.483 6.024 17.274
H 33.284 5.733 12.955
H 34.380 4.659 13.442
C 37.369 9.330 13.476
C 38.640 9.027 12.690
C 38.537 9.628 11.275
O 37.587 8.834 10.565
C 37.523 9.057 9.202
N 39.750 9.531 13.463
H 37.590 9.029 14.501
H 36.538 8.739 13.089
H 37.127 10.387 13.366
H 38.860 7.965 12.574
H 39.535 9.620 10.833
H 38.184 10.655 11.174
H 37.257 10.089 8.968
H 36.829 8.318 8.803
H 38.535 8.845 8.854
H 39.493 10.479 13.709
H 39.677 9.147 14.395
C 32.181 2.409 4.968
C 33.534 2.859 4.344
C 34.138 4.083 5.060
O 33.384 5.252 4.892
C 34.001 6.473 5.389
N 34.471 1.684 4.182
H 32.246 1.853 5.903
H 31.698 1.729 4.266
H 31.544 3.282 5.112
H 33.507 3.162 3.297
H 35.189 4.221 4.802
H 34.122 3.936 6.141
H 33.928 6.462 6.477
H 33.336 7.241 4.996
H 35.058 6.683 5.228
H 34.518 1.220 5.079
H 34.035 0.992 3.588
C 29.010 6.561 15.508
O 27.914 6.751 14.635
P 27.924 7.680 13.330
O 28.424 9.049 13.447
O 28.629 6.779 12.179
C 29.982 6.879 11.831
O 26.399 7.561 12.888
C 25.434 8.538 13.153
H 29.196 5.489 15.583
H 28.768 6.924 16.507
H 29.875 7.033 15.042
H 30.384 5.872 11.942
H 30.448 7.513 12.587
H 30.075 7.320 10.839
H 24.468 8.115 13.426
H 25.271 9.256 12.349
H 25.775 9.042 14.057
C 36.780 17.865 8.962
O 36.220 17.536 10.211
P 34.660 17.185 10.471
O 33.589 17.887 9.755
O 34.686 15.578 10.333
C 33.456 14.873 10.309
O 34.536 17.262 12.059
C 35.503 16.719 12.974
H 37.470 17.050 8.745
H 37.330 18.802 9.053
H 36.076 18.016 8.143
H 33.282 14.349 9.370
H 32.644 15.582 10.476
H 33.561 14.184 11.148
H 36.034 17.475 13.552
H 36.197 16.067 12.443
H 34.947 16.115 13.691
C 34.481 11.098 7.462
O 35.322 11.642 6.485
P 35.238 11.108 4.964
O 36.057 11.866 3.995
O 35.552 9.525 5.012
C 36.849 9.070 5.448
O 33.630 11.140 4.648
C 33.046 10.601 3.450
H 33.933 11.885 7.981
H 35.028 10.529 8.214
H 33.749 10.363 7.126
H 37.376 8.881 4.512
H 36.915 8.200 6.100
H 37.456 9.847 5.913
H 32.198 11.192 3.106
H 32.712 9.566 3.523
H 33.782 10.536 2.647
C 26.716 4.049 7.252
O 27.393 5.274 7.212
P 28.580 5.637 8.253
O 29.139 4.539 9.031
O 29.615 6.562 7.359
C 30.707 5.903 6.828
O 27.885 6.789 9.221
C 26.773 7.565 8.742
H 25.660 4.180 7.018
H 26.723 3.621 8.255
H 27.226 3.230 6.745
H 30.686 5.857 5.738
H 30.782 4.886 7.210
H 31.571 6.539 7.021
H 25.965 6.951 8.344
H 27.021 8.215 7.903
H 26.353 8.157 9.555
C 41.688 14.530 12.582
O 40.597 13.678 12.399
P 39.079 14.304 12.314
O 38.558 15.063 13.457
O 38.202 13.029 11.813
C 36.829 13.054 11.965
O 39.065 15.251 10.984
C 39.705 16.516 11.050
H 41.409 15.343 13.253
H 42.214 14.984 11.742
H 42.472 13.961 13.084
H 36.384 12.350 11.259
H 36.319 13.964 11.649
H 36.514 12.722 12.954
H 40.616 16.515 10.452
H 39.971 16.767 12.077
H 39.091 17.341 10.687
C 29.582 11.391 10.368
C 28.812 10.164 9.915
O 29.638 9.376 9.193
C 30.575 10.224 8.725
O 31.536 9.938 8.022
O 30.376 11.474 9.173
F 27.843 10.562 9.087
H 30.160 11.269 11.284
H 28.969 12.279 10.521
H 28.312 9.649 10.735
C 36.901 4.922 10.208
C 37.924 4.989 11.279
O 38.109 3.669 11.697
C 37.815 2.900 10.685
O 37.920 1.694 10.652
O 37.282 3.642 9.737
F 37.496 5.706 12.336
H 37.069 5.599 9.372
H 35.910 5.136 10.609
H 38.850 5.464 10.953
C 30.187 16.142 13.186
C 31.499 16.866 12.912
O 32.402 15.996 13.551
C 31.882 14.753 13.556
O 32.569 13.747 13.741
O 30.591 14.856 13.340
F 31.509 18.040 13.507
H 29.555 16.336 12.320
H 29.722 16.510 14.101
H 31.715 16.993 11.851

---

20
Properties=species:S:1:pos:R:3 method="wB97M-V/def2-TZVPD" de_lowest_kj_mol=60.3 homo_lumo_gap_ha=0.3574
C -0.417 1.448 1.022
N -0.474 0.307 0.116
C 0.741 -0.477 -0.003
C 0.424 -1.693 -0.856
S 1.894 -2.628 -1.403
C 1.240 -0.887 1.368
H -0.687 1.152 2.038
H -1.172 2.176 0.726
H 0.557 1.930 1.035
H -0.807 0.604 -0.790
H 1.548 0.080 -0.516
H -0.136 -1.402 -1.740
H -0.188 -2.419 -0.313
H 2.466 -1.615 -2.070
H 2.082 -1.570 1.278
H 0.425 -1.334 1.941
H 1.654 -0.037 1.907
H -5.028 5.947 0.887
H -5.407 4.575 0.312
O -4.653 5.128 0.533

---

42
Properties=species:S:1:pos:R:3 method="wB97M-V/def2-TZVPD" de_lowest_kj_mol=0.0 homo_lumo_gap_ha=0.3317
C -5.492 -0.202 -0.863
C -4.961 0.388 -2.144
O -5.623 0.412 -3.158
C -3.583 0.950 -2.109
C -2.742 0.798 -1.009
C -1.466 1.346 -1.034
C -1.032 2.052 -2.156
C -1.868 2.201 -3.246
C -3.136 1.651 -3.228
H -3.803 1.755 -4.070
H -1.527 2.747 -4.113
H -0.038 2.476 -2.160
N -0.569 1.218 0.031
C -0.712 0.521 1.180
O -1.696 -0.085 1.542
C 0.585 0.546 2.010
N 1.676 -0.008 1.239
S 2.792 1.008 0.567
O 3.510 0.307 -0.448
O 2.106 2.222 0.205
C 3.913 1.373 1.936
H 4.345 0.436 2.261
H 4.680 2.040 1.566
H 3.349 1.841 2.731
C 1.753 -1.395 1.018
C 1.653 -1.922 -0.263
C 1.746 -3.288 -0.465
C 1.924 -4.146 0.606
C 2.026 -3.641 1.892
C 1.952 -2.276 2.079
F 2.087 -1.774 3.329
H 2.173 -4.285 2.744
H 1.986 -5.211 0.446
H 1.670 -3.683 -1.466
H 1.514 -1.246 -1.091
H 0.428 -0.019 2.932
H 0.842 1.579 2.250
H 0.322 1.697 -0.099
H -3.055 0.255 -0.135
H -6.526 -0.505 -1.009
H -4.901 -1.071 -0.581
H -5.435 0.528 -0.059